(1)
DFT (ωB97M-V with the def2-TZVPD basis set) results for an isolated molecule of C5H7NO.

Each line ends with the natural charge from an NBO analysis.
Positions of all 14 atoms, in Å:
C 1.245 0.949 0.991  -0.5931
C 0.558 -0.192 0.250  -0.3544
C -0.766 -0.684 0.776  -0.2592
C -1.614 -0.806 -0.247  -0.0130
N -1.016 -0.398 -1.451  -0.6272
C 0.237 0.133 -1.215  0.6880
O 0.926 0.722 -2.020  -0.5901
H 1.545 0.627 1.993  0.2104
H 0.585 1.816 1.092  0.2119
H 2.142 1.257 0.445  0.2306
H 1.253 -1.045 0.203  0.2419
H -0.973 -0.930 1.810  0.2234
H -2.635 -1.165 -0.253  0.2161
H -1.496 -0.259 -2.327  0.4148

Cartesian forces, eV/Å:
0.036 0.052 0.029
0.042 0.006 -0.017
-0.109 -0.044 -0.075
0.025 0.020 0.155
0.060 0.117 -0.059
0.157 0.037 -0.149
-0.208 -0.231 0.257
-0.057 0.052 -0.126
0.068 -0.123 -0.043
-0.149 -0.014 0.064
-0.045 0.087 -0.014
0.026 -0.017 -0.171
0.122 0.053 0.020
0.032 0.005 0.127

Its structure (SMILES) is C[C@H]1C=CNC1=O. For the HOMO energy, the calculation gives -0.31927 Ha. As for the energy relative to the best compared isomer or geometry (same formula, charge and spin): 2.3 kcal per mole. As for the multiplicity: 1. For the frontier orbital gap, the calculation gives 9.62 eV. Its strongest force on any atom is 0.4 eV/A. Its total energy is -324.720880 Ha.

***

(2)
DFT (ωB97M-V with the def2-TZVPD basis set) results for a structure of composition C18H16AuN7O2.

Each line ends with the natural charge from an NBO analysis.
Positions of all 44 atoms, in Å:
Au -0.166 0.548 -1.923  0.8371
C 3.217 -1.389 -2.974  -0.2683
O 2.291 -1.085 -1.921  -0.4798
C 2.737 -1.028 -0.672  0.4595
C 4.074 -1.164 -0.316  -0.3249
C 4.441 -1.184 1.014  -0.0681
C 3.484 -1.087 2.039  -0.2056
C 2.166 -0.938 1.721  -0.1564
C 1.758 -0.874 0.366  0.0179
N 0.445 -0.739 0.035  -0.0528
N -0.477 -0.811 0.887  -0.0853
C -1.772 -0.897 0.659  0.1282
C -2.273 -1.092 -0.732  0.4847
O -1.505 -1.012 -1.720  -0.5899
C -3.642 -1.449 -0.888  -0.3151
C -4.483 -1.455 0.172  -0.0023
C -4.054 -1.165 1.515  -0.1160
C -4.953 -1.139 2.575  -0.1188
C -4.513 -0.890 3.868  -0.1367
C -3.161 -0.681 4.121  -0.1742
C -2.252 -0.698 3.082  -0.1447
C -2.684 -0.923 1.765  -0.0069
H 3.948 -0.589 -3.096  0.1997
H 2.622 -1.486 -3.876  0.2240
H 3.730 -2.331 -2.780  0.2104
H 4.829 -1.274 -1.081  0.2512
H 5.486 -1.289 1.274  0.2493
H 3.792 -1.133 3.073  0.2537
H 1.408 -0.857 2.487  0.2400
H -3.977 -1.673 -1.891  0.2633
H -5.530 -1.688 0.014  0.2494
H -6.003 -1.323 2.385  0.2414
H -5.224 -0.865 4.683  0.2492
H -2.821 -0.506 5.132  0.2473
H -1.200 -0.534 3.270  0.2278
N 1.387 5.540 -1.643  -0.5866
N 1.154 4.339 -2.186  0.2217
N 1.188 4.159 -3.490  -0.2250
C 0.851 2.891 -3.599  0.1672
N 0.627 2.358 -2.389  -0.4172
N 0.827 3.306 -1.480  -0.0458
H 1.815 6.199 -2.271  0.4281
H 1.643 5.542 -0.670  0.4194
H 0.769 2.367 -4.536  0.2499

Cartesian forces, eV/Å:
-0.273 0.040 -0.007
0.207 -0.049 -0.252
-0.225 0.104 0.085
-0.190 -0.062 0.098
0.209 -0.008 -0.006
-0.035 0.004 -0.060
-0.107 0.014 0.040
-0.024 0.084 0.120
0.301 -0.110 -0.128
-0.045 0.004 0.143
0.047 -0.071 -0.140
0.095 0.017 -0.037
-0.028 -0.119 0.197
-0.005 -0.008 -0.077
-0.077 -0.076 -0.224
0.031 -0.013 -0.065
0.197 0.065 0.189
-0.044 -0.069 -0.149
0.045 0.019 0.065
-0.075 -0.021 0.021
0.040 -0.021 -0.218
-0.090 0.081 0.253
-0.058 0.028 0.041
-0.036 0.027 0.044
-0.070 -0.007 0.059
-0.028 0.015 0.047
0.008 -0.017 -0.029
-0.006 0.014 0.002
0.026 0.011 0.005
-0.014 0.028 0.015
0.000 0.012 -0.008
0.005 0.006 0.008
-0.002 -0.017 -0.007
-0.003 0.007 -0.003
-0.014 0.042 0.044
-0.380 0.606 0.194
0.110 -0.428 -0.079
0.105 0.234 0.028
-0.083 -0.179 0.124
0.218 -0.096 -0.274
0.027 0.178 -0.009
0.142 -0.087 -0.104
0.121 -0.186 0.027
-0.021 0.003 0.023

For the HOMO energy (spin up / spin down), the calculation gives -0.52457 / -0.54188 Ha. As for the expectation value of S²: 2.084. As for the total charge: +2. As for the multiplicity: 3. For the frontier orbital gap (spin up / spin down), the calculation gives 6.64 / 5.48 eV. Its strongest force on any atom is 0.7 eV/A. Its total energy is -1364.258532 Ha.

***

(3)
DFT (ωB97M-V with the def2-TZVPD basis set) results for an isolated molecule of C2H4N4O2 at a distorted geometry.

Each line ends with the natural charge from an NBO analysis.
Positions of all 12 atoms, in Å:
O 2.388 1.056 0.683  -0.5563
N 1.844 0.026 -0.173  -0.3352
C 0.443 -0.173 -0.211  0.4819
N 0.048 -1.409 -0.090  -0.3618
N -1.385 -1.523 0.031  -0.3208
C -2.013 -0.411 -0.057  0.3448
O -1.641 0.881 -0.156  -0.3448
N -0.245 1.007 -0.396  -0.3348
H 2.310 0.680 1.590  0.4577
H 2.415 -0.817 -0.024  0.3826
H -3.136 -0.360 0.021  0.1867
H 0.018 1.803 0.197  0.4001

Cartesian forces, eV/Å:
-1.144 -0.983 0.153
0.904 0.099 -0.261
2.233 -1.626 1.547
-0.178 2.121 0.160
-0.311 1.729 -1.017
-2.622 -1.338 0.738
0.446 -0.417 -0.345
-0.166 0.810 0.231
0.057 0.437 -0.611
-0.943 0.375 -0.226
1.251 -0.562 0.023
0.472 -0.644 -0.393

Its structure (SMILES) is ONC1=NN=CON1. For the HOMO energy, the calculation gives -0.31811 Ha. As for the energy relative to the best compared isomer or geometry (same formula, charge and spin): 108.3 kcal per mole. As for the multiplicity: 1. For the frontier orbital gap, the calculation gives 9.04 eV. Its strongest force on any atom is 3.2 eV/A. Its total energy is -447.929825 Ha.

***

(4)
DFT (ωB97M-V with the def2-TZVPD basis set) results for an isolated molecule of C6H7O3P at a distorted geometry.

Each line ends with the natural charge from an NBO analysis.
Positions of all 17 atoms, in Å:
C -0.211 -0.777 -1.936  -0.7373
C -1.275 -1.152 -0.913  0.4340
O -2.459 -1.186 -1.043  -0.5116
P -0.272 -1.449 0.742  0.5627
C -0.981 0.378 1.384  0.1916
O -2.303 0.560 1.791  -0.6780
C -0.013 1.250 1.248  -0.3862
C 1.203 0.848 0.723  -0.3201
C 1.268 -0.534 0.345  0.0159
O 2.504 -1.032 0.041  -0.6846
H 0.244 0.160 -1.593  0.2576
H 0.592 -1.509 -1.858  0.2363
H -0.654 -0.618 -2.908  0.2301
H -2.510 1.562 1.695  0.4811
H -0.182 2.279 1.542  0.2128
H 1.894 1.567 0.440  0.2105
H 3.156 -0.347 0.301  0.4852

Cartesian forces, eV/Å:
-0.911 0.247 0.097
1.605 0.738 0.079
0.282 -0.278 0.161
-1.301 2.069 1.069
-1.658 -3.335 -0.127
1.201 2.016 -0.772
-1.332 2.300 0.809
-0.272 -5.066 -1.474
0.765 4.181 1.866
0.080 -0.370 -0.301
-0.252 -0.098 -0.117
-0.089 -0.113 -0.572
0.091 -0.304 -0.449
0.483 -2.471 0.213
0.033 0.204 -0.030
1.808 0.960 -0.177
-0.533 -0.679 -0.277

Its structure (SMILES) is CC(=O)P1=C(O)C=CC=1O. For the HOMO energy, the calculation gives -0.28551 Ha. As for the energy relative to the best compared isomer or geometry (same formula, charge and spin): 7.1 kcal per mole. As for the multiplicity: 1. For the frontier orbital gap, the calculation gives 8.02 eV. Its strongest force on any atom is 5.3 eV/A. Its total energy is -799.795728 Ha.

***

(5)
DFT (ωB97M-V with the def2-TZVPD basis set) results for a structure of composition C12H15AsCl2F6N2O2PdS.

Each line ends with the natural charge from an NBO analysis.
Positions of all 42 atoms, in Å:
Pd -0.054 0.371 -0.689  0.7529
Cl 6.097 4.374 -1.608  -0.0438
C 4.851 3.221 -1.186  -0.0975
C 5.216 1.891 -0.917  -0.2136
C 4.267 0.968 -0.595  -0.1319
Cl 4.738 -0.666 -0.276  0.0190
C 2.857 1.279 -0.519  0.4973
O 2.033 0.362 -0.255  -0.7324
C 2.545 2.659 -0.759  -0.3362
C 1.218 3.202 -0.610  0.4370
O 0.215 2.641 -0.175  -0.6265
C 3.544 3.593 -1.109  -0.1710
H 6.255 1.593 -0.974  0.2309
H 1.132 4.267 -0.898  0.1078
H 3.256 4.619 -1.303  0.2142
C -3.757 1.831 2.051  -0.6181
C -2.298 1.492 1.794  -0.2279
N -2.107 0.099 1.431  -0.6137
C -2.179 -0.373 0.162  0.2841
S -2.436 0.641 -1.196  -0.2796
N -2.163 -1.711 0.006  -0.6019
C -1.838 -2.676 1.043  -0.2419
C -3.054 -3.119 1.844  -0.6156
H -3.863 2.876 2.346  0.2076
H -4.175 1.212 2.847  0.1926
H -4.342 1.670 1.145  0.2216
H -1.685 1.684 2.677  0.1935
H -1.893 2.103 0.987  0.2531
H -2.073 -0.576 2.175  0.3959
H -2.078 -2.033 -0.950  0.4525
H -1.051 -2.277 1.691  0.1926
H -1.372 -3.520 0.538  0.2527
H -3.548 -2.279 2.335  0.1912
H -2.761 -3.835 2.612  0.2086
H -3.785 -3.595 1.192  0.2139
F 0.190 -1.499 -2.557  -0.6392
As 0.634 -3.151 -2.135  2.8351
F 0.726 -2.641 -0.451  -0.6416
F -1.078 -3.513 -1.904  -0.6538
F 0.495 -3.630 -3.792  -0.6233
F 1.011 -4.778 -1.674  -0.6273
F 2.311 -2.776 -2.344  -0.6172

Cartesian forces, eV/Å:
0.389 0.404 -0.350
-0.042 -0.016 0.009
-0.008 -0.024 0.006
0.048 0.006 -0.021
-0.016 -0.031 0.012
-0.015 0.023 -0.003
0.107 0.022 0.021
-0.124 -0.069 -0.031
-0.156 0.099 -0.065
0.059 -0.229 0.188
-0.013 0.070 -0.176
0.042 -0.017 -0.019
-0.001 0.001 0.005
-0.002 0.035 0.057
-0.002 0.009 0.005
-0.026 -0.005 0.005
0.133 0.076 -0.042
-0.227 -0.058 -0.082
-0.339 -0.328 0.267
0.205 -0.089 0.045
-0.032 0.122 -0.015
0.200 -0.019 0.002
-0.027 0.029 0.001
0.016 0.031 -0.006
0.004 -0.016 0.015
-0.003 -0.006 -0.021
-0.032 -0.007 0.016
-0.030 -0.031 0.057
0.045 0.002 -0.004
0.026 0.005 0.036
-0.029 0.034 0.004
-0.089 -0.003 0.005
-0.019 0.014 0.015
0.016 -0.037 0.038
-0.012 -0.009 -0.025
0.001 -0.264 0.137
0.354 0.215 0.113
-0.138 -0.133 -0.366
0.067 0.092 0.012
-0.029 0.105 0.101
-0.019 0.055 0.053
-0.285 -0.057 0.000

For the HOMO energy (spin up / spin down), the calculation gives -0.19155 / -0.18966 Ha. As for the expectation value of S²: 0.753. As for the energy relative to the best compared isomer or geometry (same formula, charge and spin): 7.2 kcal per mole. As for the total charge: -1. As for the multiplicity: 2. For the frontier orbital gap (spin up / spin down), the calculation gives 7.76 / 7.65 eV. Its strongest force on any atom is 0.7 eV/A. Its total energy is -5007.948633 Ha.

***

(6)
DFT (ωB97M-V with the def2-TZVPD basis set) results for a cluster of 2 separate species, C16H22F4NO8S in total at a distorted geometry.

Each line ends with the natural charge from an NBO analysis.
Positions of all 52 atoms, in Å:
O -3.688 -0.431 -0.909  -0.8925
S -2.758 -0.439 -2.147  1.7656
O -3.260 0.471 -3.323  -0.8470
C -1.094 0.238 -1.617  -0.7103
C -0.439 -0.510 -0.312  0.2291
N -0.111 0.336 0.929  -0.5823
C 1.397 0.664 0.967  0.0223
C 1.790 0.631 2.591  -0.0909
O 1.930 1.970 3.183  -0.5380
C 0.632 2.578 3.510  0.2296
O 0.683 4.070 3.546  -0.5223
C 1.191 4.551 4.841  -0.1073
C 0.879 6.175 5.074  -0.0847
O 1.199 6.968 3.864  -0.7309
C 1.900 1.967 0.108  0.6484
F 3.238 2.503 0.550  -0.2903
F 0.856 3.042 0.294  -0.3349
C 2.019 1.731 -1.510  0.4900
F 1.241 2.820 -2.206  -0.3277
F 3.451 1.846 -1.951  -0.3209
C 1.907 -0.835 0.430  -0.1025
O 0.789 -1.309 -0.450  -0.5304
H -2.576 -1.764 -2.595  0.1386
H -1.186 1.402 -1.373  0.2965
H -0.389 0.191 -2.578  0.2936
H -1.257 -1.290 -0.008  0.2463
H -0.481 -0.303 1.690  0.4728
H -0.783 1.135 0.875  0.4767
H 2.841 0.087 2.756  0.2572
H 1.018 0.035 3.237  0.1997
H 0.299 2.177 4.571  0.1738
H -0.167 2.287 2.706  0.1292
H 2.369 4.416 4.945  0.1956
H 0.709 3.977 5.740  0.1789
H -0.229 6.325 5.428  0.1827
H 1.611 6.570 5.922  0.1930
H 0.442 7.595 3.665  0.4825
H 1.646 0.690 -1.893  0.1930
H 2.073 -1.484 1.391  0.2355
H 2.787 -0.791 -0.371  0.2671
C -3.108 -5.292 -3.692  -0.2598
C -3.160 -6.336 -4.525  -0.1800
C -1.928 -6.978 -5.026  0.4507
O -1.974 -7.933 -5.790  -0.4417
C -0.638 -6.423 -4.569  -0.1799
C -0.587 -5.379 -3.737  -0.2597
C -1.818 -4.737 -3.236  0.5109
O -1.772 -3.783 -2.472  -0.5816
H -4.002 -4.809 -3.316  0.2370
H -4.098 -6.756 -4.868  0.2449
H 0.255 -6.907 -4.945  0.2426
H 0.351 -4.960 -3.393  0.2315

Cartesian forces, eV/Å:
3.675 -0.578 -3.514
-5.230 4.173 -0.213
2.615 -3.714 4.143
2.566 1.179 -0.232
-0.680 -2.866 -0.572
-1.937 0.437 -1.576
1.301 -2.199 1.856
1.228 1.264 1.019
-1.384 -1.207 -0.915
-0.866 1.172 0.789
0.528 -3.059 1.282
1.082 1.208 1.218
0.262 -0.170 0.133
-1.763 -0.224 1.133
0.334 2.804 0.263
-4.826 -2.147 -0.998
3.040 -3.299 -0.170
1.194 1.706 -2.207
2.460 -3.535 2.165
-4.559 -0.306 1.543
-0.337 1.340 -1.590
-0.356 1.717 0.794
0.302 0.883 0.479
-0.387 -2.468 -0.738
-1.495 -0.101 2.127
1.342 1.582 -0.199
1.231 1.212 -0.423
0.907 -0.141 0.425
-2.288 1.420 -0.645
1.058 0.765 -1.547
0.600 0.754 -2.046
1.454 0.774 1.365
-2.479 0.152 -0.570
0.689 0.966 -1.686
2.082 -0.302 -0.806
-1.625 -1.133 -1.601
1.338 -1.300 0.519
0.680 2.165 0.744
-0.295 0.884 -2.204
-1.419 -0.071 2.473
-0.151 -0.200 -0.177
-0.267 0.348 0.271
-0.078 -0.989 -0.786
0.058 0.875 0.702
0.314 0.334 0.266
0.144 -0.239 -0.141
-0.066 -0.076 -0.040
0.016 0.235 -0.105
0.016 -0.009 0.007
0.052 -0.004 -0.004
-0.044 -0.004 -0.012
-0.035 -0.007 0.000

For the HOMO energy, the calculation gives -0.45342 Ha. As for the total charge: +1. As for the multiplicity: 1. For the frontier orbital gap, the calculation gives 8.28 eV. Its strongest force on any atom is 6.7 eV/A. Its total energy is -2076.547915 Ha.